{
  "formula": "C52H98Cl18F16O2",
  "method": "wB97M-V/def2-TZVPD",
  "elements": ["C", "H", "H", "C", "H", "H", "H", "H", "C", "H", "H", "C", "F", "H", "Cl", "H", "H", "Cl", "H", "C", "H", "H", "H", "H", "F", "Cl", "F", "H", "H", "C", "C", "F", "C", "C", "H", "H", "Cl", "C", "C", "H", "C", "H", "H", "H", "C", "C", "Cl", "F", "H", "C", "C", "C", "Cl", "Cl", "H", "Cl", "H", "H", "H", "H", "H", "C", "H", "H", "H", "H", "H", "C", "C", "H", "C", "H", "H", "C", "C", "H", "H", "H", "H", "H", "C", "H", "H", "C", "O", "H", "F", "H", "H", "F", "C", "H", "H", "C", "H", "H", "H", "H", "Cl", "H", "H", "Cl", "F", "Cl", "H", "H", "F", "C", "Cl", "Cl", "Cl", "H", "H", "C", "C", "H", "H", "H", "C", "H", "H", "H", "C", "C", "H", "C", "H", "C", "H", "H", "Cl", "H", "C", "H", "C", "C", "F", "H", "F", "C", "C", "F", "F", "H", "C", "C", "H", "H", "C", "H", "Cl", "F", "H", "H", "H", "C", "H", "C", "H", "H", "Cl", "H", "C", "H", "Cl", "C", "F", "H", "C", "C", "H", "H", "C", "H", "H", "O", "H", "H", "C", "F", "H", "H", "H", "H", "C", "H"],
  "coordinates": [[24.63320, 20.52869, 3.09734], [23.36695, 13.06294, -4.91003], [26.20894, 8.64539, 3.41561], [24.56334, 14.26323, 3.81894], [25.20690, 12.69116, 1.77883], [26.48176, 11.10493, 2.87206], [27.56554, 7.20980, 6.03665], [26.55535, 13.74619, 1.74549], [23.20750, 21.25392, 3.44476], [22.66213, 20.77367, 4.25719], [29.34147, 7.52337, 7.95086], [32.47947, 10.23819, 0.77944], [22.40117, 6.90537, 10.80982], [23.16939, 13.87281, 6.17769], [28.00988, 12.92443, -1.76715], [25.63198, 13.13874, -0.57617], [28.28117, 13.94217, 3.63665], [21.93189, 10.52362, 3.67062], [29.74399, 6.32940, 5.91813], [29.89303, 18.20813, -0.00894], [19.80434, 18.03144, 7.33915], [28.19808, 8.42404, -0.83224], [24.67802, 14.66435, 6.46449], [20.78661, 15.10335, 1.84884], [30.93661, 20.55519, 0.90396], [25.74688, 17.85765, 7.53067], [28.99807, 22.38399, 2.21155], [22.34310, 14.69897, -1.63870], [28.56599, 9.49093, 4.15300], [26.02108, 18.60474, 2.40672], [28.06682, 8.81564, 0.17648], [22.09266, 11.96929, 10.91349], [29.78657, 8.09662, 7.13761], [28.12570, 7.66280, 5.21866], [21.88332, 12.61993, -2.82040], [29.28236, 9.70496, 1.80771], [18.93886, 10.93187, 3.92488], [29.66307, 20.27407, 1.19966], [25.23046, 13.94341, 0.03976], [22.64582, 19.27664, 7.10689], [21.75660, 24.13381, 8.43429], [20.02629, 20.72478, 7.61068], [26.11337, 19.02092, 1.40353], [23.53846, 14.74616, 2.02965], [20.88615, 17.90487, 7.38111], [21.01441, 20.38325, 7.91902], [21.87833, 17.02396, 0.79566], [29.55200, 19.61838, 2.36415], [21.44753, 11.10998, -4.62308], [20.50043, 16.03422, 1.35927], [21.36419, 22.74476, 8.82826], [26.37706, 9.27891, 4.28652], [30.23899, 13.49179, -3.72656], [29.07796, 12.64748, 5.47745], [22.88123, 10.88692, -6.65774], [27.19777, 15.23161, 7.71784], [21.31109, 24.81386, 9.16034], [31.94555, 11.11420, 1.14773], [21.16558, 17.49614, 8.35218], [25.07726, 21.03400, 2.23968], [23.83197, 24.68180, 2.82013], [20.78471, 10.65037, -7.44758], [21.33731, 24.53789, 7.51287], [30.82381, 8.14811, -0.38727], [30.16922, 11.89853, -1.84338], [26.92813, 10.54951, -0.62386], [27.91866, 6.97985, 4.39475], [30.60611, 8.47434, 0.62973], [23.67712, 14.83088, 6.06630], [24.25956, 16.24246, 4.50395], [23.31299, 22.79863, 3.76489], [30.24209, 7.52677, 1.02683], [23.36603, 9.95705, 11.86808], [21.46066, 11.64562, 8.64611], [28.71545, 21.52922, 1.19976], [20.54643, 10.54937, 5.57532], [26.84171, 18.96952, 3.02446], [30.23858, 7.71934, 4.96691], [24.11705, 13.27646, 3.94226], [20.45718, 12.20311, -5.33967], [29.87219, 15.73712, 0.05864], [26.70922, 10.18171, 1.03137], [22.82495, 24.33257, 8.34934], [22.61269, 9.29208, 11.44570], [29.16736, 19.44194, 0.18214], [22.85391, 21.41749, 7.86503], [27.86962, 16.88369, 0.09253], [24.17290, 13.95466, -0.22394], [29.65721, 10.33231, 0.19523], [20.74096, 12.77990, 8.60937], [27.15692, 16.91292, 7.05433], [23.76297, 6.13312, 12.76254], [22.07581, 14.06299, -5.45400], [21.97272, 11.48527, -6.72621], [27.83240, 9.72035, 5.74039], [26.63201, 11.38703, 4.56513], [25.57436, 14.18399, 4.21851], [30.84157, 8.26295, 7.35534], [22.34634, 11.66892, -0.25801], [25.97561, 9.06184, -0.22537], [22.75329, 15.45206, 4.25513], [29.62239, 12.12810, 2.63441], [24.35923, 7.73372, 10.75121], [20.04436, 10.25611, -1.27073], [25.71657, 14.87259, -0.25759], [30.89260, 18.20690, 0.42577], [27.40968, 21.21939, 1.22086], [21.55916, 19.25919, 7.02337], [19.56982, 16.88752, 2.60137], [19.37161, 15.65726, 0.02846], [30.44633, 14.61612, 3.73226], [23.74379, 14.25929, -2.51050], [20.83573, 10.33797, 1.05229], [21.94542, 13.56608, -3.35803], [21.79426, 21.66682, 7.80961], [22.79978, 15.59505, -3.19056], [25.04882, 23.49104, 2.62679], [27.86807, 7.90589, 0.74300], [23.21754, 7.78776, 11.46402], [29.36841, 9.10022, 7.05994], [20.28309, 22.74264, 8.96732], [26.02739, 17.51693, 2.33808], [21.55247, 11.07043, 10.09024], [29.10562, 16.99066, 0.50747], [24.01026, 22.89740, 4.59685], [29.20457, 13.39630, 3.83019], [28.89988, 22.08785, 0.28215], [21.51780, 11.95349, -5.30984], [22.36790, 23.24237, 4.07791], [21.75157, 22.03499, 6.78456], [19.72680, 12.37251, 0.84788], [29.40052, 14.83841, 0.45606], [23.96600, 23.61542, 2.63853], [24.91317, 15.66398, 2.28898], [20.75438, 11.01866, 0.20485], [22.73576, 14.64828, -2.65425], [31.07953, 15.64919, 0.59921], [20.83898, 10.73850, -8.53266], [28.99175, 16.97292, 1.80758], [26.13528, 10.74252, 3.83989], [27.80139, 9.11634, 4.83358], [20.34631, 10.72013, 10.53230], [29.98760, 15.55478, -1.25785], [31.76313, 9.00880, 2.42812], [26.80890, 9.70578, 0.05585], [29.36495, 9.44260, 0.75299], [32.66296, 8.19225, 1.21035], [25.09280, 11.00680, 4.01738], [22.28570, 13.18411, -4.84439], [30.11932, 18.11000, -1.07066], [27.20857, 16.81490, 5.28090], [24.30945, 7.81407, 13.66364], [22.24897, 12.30930, -7.38406], [24.64306, 18.57415, 4.03647], [20.71814, 9.59611, -7.17886], [24.67679, 18.99177, 3.03021], [21.19151, 17.10075, 6.71160], [29.58790, 7.39938, 5.78074], [21.05177, 19.96365, 8.92432], [25.30451, 20.79673, 3.91318], [20.80263, 12.90786, 5.02907], [23.87505, 18.52636, 2.45687], [24.56846, 14.63293, 2.36785], [25.74426, 8.97848, 5.12163], [28.99217, 10.82306, -3.45855], [20.57837, 11.13118, 4.65414], [20.88379, 10.72282, 7.85554], [32.38340, 10.31888, -0.30331], [23.47159, 7.18016, 12.84571], [29.45975, 12.23644, -2.59874], [20.91723, 13.92489, -3.31143], [19.80592, 11.06286, -7.20277], [23.75728, 15.28549, 4.64546], [22.61517, 21.06665, 2.54912], [23.55149, 23.47226, 1.64063], [22.39185, 9.87634, 10.14308], [21.39912, 19.55541, 5.98667], [23.21739, 15.56289, 6.73032], [31.88772, 8.94617, 1.34707], [22.26394, 7.18895, 13.51265], [22.46652, 11.90196, 8.31349], [21.78242, 9.30706, 12.15177], [21.72284, 22.49477, 9.82675], [28.04187, 17.47302, 7.35641], [25.49189, 13.70817, 1.50945], [33.54336, 10.35998, 0.98293]],
  "lowdin_charge": [-0.185, 0.107, 0.100, -0.228, 0.084, 0.037, 0.102, 0.095, -0.160, 0.072, 0.073, -0.116, 0.102, 0.029, 0.547, 0.019, -0.003, 0.553, 0.094, -0.025, 0.072, 0.095, 0.033, -0.013, 0.161, 0.540, 0.092, 0.042, 0.091, -0.136, -0.250, 0.159, -0.106, -0.212, 0.047, 0.042, 0.501, -0.520, -0.139, 0.087, -0.135, 0.117, 0.072, 0.091, -0.098, -0.245, 0.536, 0.156, 0.106, -1.516, -0.265, -0.232, 0.477, 0.514, 0.092, 0.503, 0.067, 0.032, 0.068, 0.083, 0.061, -0.098, 0.070, 0.107, 0.004, 0.025, 0.100, -0.207, -0.133, 0.077, -0.253, 0.098, 0.134, -0.295, -0.278, -0.010, 0.060, 0.088, 0.095, 0.101, -0.370, 0.040, 0.073, -0.031, 0.019, 0.108, 0.165, 0.028, 0.075, 0.100, -1.476, 0.172, 0.109, -0.215, 0.085, 0.035, 0.099, 0.066, 0.548, 0.077, 0.097, 0.572, 0.114, 0.507, 0.075, 0.145, 0.103, -0.250, 0.510, 0.491, 0.572, 0.057, -0.027, -0.279, -0.239, 0.081, 0.062, 0.099, -0.403, 0.052, 0.105, 0.040, -0.495, -0.532, 0.093, -1.475, 0.168, -0.237, 0.092, 0.104, 0.466, 0.146, -0.127, 0.090, -1.435, -0.114, 0.093, 0.052, 0.138, -0.110, -0.237, 0.164, 0.072, 0.098, -0.091, -0.222, 0.097, 0.040, -0.211, 0.149, 0.546, 0.114, 0.091, 0.083, 0.057, -0.257, 0.046, -0.246, 0.116, 0.104, 0.522, 0.072, -0.206, 0.110, 0.570, -1.423, 0.095, 0.067, -0.300, -1.464, 0.102, 0.052, -0.266, 0.094, 0.071, -0.005, 0.092, 0.062, -0.254, 0.059, 0.171, 0.135, 0.109, 0.018, -0.227, 0.070],
  "multiplicity": 1,
  "lumo_ha": 0.0060,
  "max_force_ha_per_bohr": 0.061,
  "gap_ev": 10.6,
  "total_charge": 0
}